Record 1
Below is C21H25CdIN8O7S as an isolated structure at a distorted geometry, with properties calculated with the ωB97M-V functional and the def2-TZVPD basis.

Last column: Mulliken charge in e.
Geometry (Å):
C (8.40, -3.30, 15.80)  0.488
N (3.89, -2.96, 18.28)  0.181
H (11.04, -3.99, 13.72)  0.389
H (8.07, -0.89, 13.47)  0.446
H (2.13, -2.40, 17.38)  0.149
H (-0.31, 1.29, 22.80)  0.236
H (3.53, -1.04, 22.30)  0.293
C (4.24, -6.90, 16.21)  0.219
C (2.33, -6.35, 14.91)  -0.410
C (2.27, -6.64, 17.27)  -0.421
H (1.67, 0.47, 24.37)  0.247
N (1.53, -0.20, 23.64)  -0.545
C (3.05, -0.98, 21.32)  -1.081
H (1.94, 0.11, 19.43)  0.462
O (4.09, -0.45, 17.37)  -0.473
N (0.60, 1.51, 22.41)  -0.605
C (2.53, -2.36, 20.89)  0.065
H (1.44, -3.42, 19.41)  0.453
C (7.91, -3.87, 17.06)  -0.514
H (0.54, 1.93, 21.49)  0.266
O (1.51, -3.44, 14.26)  -0.713
N (3.56, -6.93, 17.34)  -0.585
C (2.64, -3.10, 14.59)  0.537
I (6.27, -7.28, 16.09)  0.019
H (8.59, -4.62, 17.48)  0.239
H (0.58, -6.01, 16.10)  0.317
H (4.57, -2.69, 18.97)  -0.245
H (3.83, -0.67, 20.65)  0.220
C (9.55, -3.91, 15.28)  -0.604
H (1.73, -6.64, 18.21)  0.437
H (1.82, -2.72, 21.65)  0.375
C (3.69, -6.65, 14.98)  -0.505
C (6.35, -4.17, 19.93)  0.418
C (1.43, 0.39, 22.36)  0.470
O (6.78, -1.59, 15.52)  -0.960
C (8.46, -1.75, 13.96)  -0.625
H (5.42, -5.00, 21.43)  0.223
O (4.83, -4.12, 14.80)  -0.661
N (1.99, 0.02, 21.30)  -0.202
H (1.84, -6.08, 13.97)  0.335
O (2.98, -2.10, 15.32)  -0.772
H (10.06, -1.98, 12.57)  0.298
N (6.83, -3.64, 17.71)  0.572
H (6.18, -6.11, 20.50)  0.297
N (6.63, -4.59, 18.75)  -0.793
S (6.10, -2.55, 20.58)  -0.530
O (2.39, 0.30, 18.56)  -0.595
C (2.68, -2.15, 18.31)  0.518
H (9.96, -4.75, 15.81)  0.290
C (9.62, -2.36, 13.49)  -0.276
Cd (5.13, -2.55, 16.33)  1.489
C (10.15, -3.51, 14.09)  -0.859
C (3.82, -3.98, 14.05)  0.558
C (7.82, -2.21, 15.12)  0.748
H (4.27, -6.61, 14.09)  0.554
N (6.24, -5.18, 20.88)  -0.651
H (3.39, -3.01, 20.87)  -0.008
C (1.63, -6.33, 16.11)  -0.121
O (3.68, -4.50, 12.94)  -0.725
C (3.12, -0.69, 18.06)  0.263
C (1.83, -2.41, 19.53)  -1.313
H (3.74, -3.97, 18.33)  -0.054
H (0.97, -1.73, 19.55)  0.512
H (2.26, -0.90, 23.67)  0.260

Computed properties:
Charge ... -2
E_HOMO ... -2.163 eV
M ... 772.86 g mol⁻¹
Total energy ... -2643.7587 hartree


Record 2
Below is C21H25FIrN6O2 as an isolated structure at a distorted geometry, with properties calculated with the ωB97M-V functional and the def2-TZVPD basis.

Last column: Löwdin spin population.
Geometry (Å):
N (0.76, 1.76, -0.16)  0.001
C (-1.36, -0.77, -0.32)  0.004
H (-1.45, 1.81, -3.29)  0.000
C (3.58, 1.17, 2.94)  0.006
C (0.81, -0.51, -4.25)  0.000
C (0.32, 2.70, 0.56)  0.003
H (-1.51, -0.79, -6.70)  0.000
H (2.45, 2.44, 4.75)  0.000
C (-2.65, -2.23, 1.04)  0.000
C (-0.11, 4.43, 3.82)  0.000
C (0.84, 3.84, 4.63)  0.001
N (-1.45, -2.80, 1.64)  0.004
C (-1.02, -0.43, -5.81)  0.000
H (4.20, 2.02, 3.23)  0.000
N (-0.74, -3.51, -0.58)  0.002
H (-0.40, 3.33, 0.04)  0.000
H (-0.95, 4.49, 1.86)  0.000
C (-0.21, 4.03, 2.50)  0.000
N (0.24, 1.76, -1.46)  0.001
H (1.76, -0.92, -3.92)  0.000
C (0.30, -2.49, -0.56)  0.001
H (-1.78, -2.58, -2.15)  0.000
H (-3.44, -2.98, 1.04)  0.000
C (0.21, 0.48, -3.48)  0.001
H (-2.98, -1.38, 1.65)  0.000
H (-0.09, -4.35, 1.22)  0.000
H (-1.67, 0.09, 0.28)  0.000
C (0.80, 0.82, -2.15)  0.005
C (0.60, 3.05, 1.96)  0.000
H (1.21, -2.90, -0.13)  0.000
H (-2.56, 0.99, -5.35)  0.000
C (1.70, 2.88, 4.11)  0.000
Ir (1.74, 0.04, 0.36)  0.765
H (0.50, -2.14, -1.58)  0.000
H (0.67, -1.73, -6.00)  0.000
H (0.52, -2.19, 2.05)  0.000
H (3.27, 0.61, 3.83)  0.000
C (-1.97, -2.91, -1.13)  0.000
C (-0.40, -1.79, 1.63)  0.003
H (-1.18, -0.44, -1.34)  0.000
C (0.20, -0.96, -5.41)  0.000
O (2.44, 1.62, 2.20)  0.026
O (1.76, 0.08, -1.73)  0.039
H (-0.76, 5.20, 4.21)  0.000
C (1.59, 2.50, 2.78)  0.001
H (0.93, 4.13, 5.67)  0.000
H (4.12, 0.49, 2.28)  0.005
H (-1.78, -4.69, 0.80)  0.000
F (2.57, -1.29, 1.58)  0.036
N (-2.43, -1.77, -0.33)  0.005
C (-1.00, 1.03, -3.89)  0.000
C (-1.01, -3.93, 0.80)  0.000
H (-2.75, -3.67, -1.14)  0.000
C (-1.61, 0.57, -5.05)  0.000
H (-0.71, -0.93, 2.23)  0.000
N (-0.11, -1.31, 0.25)  0.090

Computed properties:
Charge ... 0
Spin multiplicity ... 2
E_HOMO (alpha / beta) ... -7.052 / -7.602 eV
M ... 604.69 g mol⁻¹
Total energy ... -1498.3592 hartree


Record 3
Below is C21H25FeN2O as an isolated structure at a distorted geometry, with properties calculated with the ωB97M-V functional and the def2-TZVPD basis.

Last column: Löwdin spin population.
Geometry (Å):
C (1.69, -0.31, 0.92)  0.010
H (-2.13, 2.42, -3.11)  0.012
C (0.34, -0.12, 0.62)  0.046
H (-3.84, 4.56, -1.32)  0.009
C (-1.93, 0.95, -1.43)  0.043
C (-2.40, -1.12, 0.05)  0.532
H (2.37, -1.91, -2.04)  0.001
C (-4.12, 0.13, -1.60)  0.049
C (5.72, -1.29, 1.96)  0.000
C (2.49, -1.00, -0.02)  0.015
C (-2.57, 1.64, -2.49)  0.058
H (6.14, -0.52, 2.63)  0.000
H (4.48, -1.86, -1.55)  0.000
C (-3.80, 3.75, -0.60)  0.032
H (-4.64, 1.48, -3.36)  0.010
C (4.24, -1.05, 1.71)  0.001
H (-2.65, -2.16, -0.40)  0.023
H (-0.21, 0.50, 1.33)  0.007
N (-0.31, -0.79, -0.34)  0.124
C (0.46, -1.23, -1.35)  0.028
C (-4.46, 2.10, 0.94)  0.025
C (-4.94, 2.99, -0.11)  0.033
Fe (-3.49, 1.81, -0.73)  2.542
O (6.46, -1.15, 0.74)  0.000
H (-0.90, 1.00, -1.17)  0.009
H (4.04, 0.00, 1.93)  0.000
C (1.84, -1.42, -1.22)  0.006
C (-2.63, 3.35, 0.16)  0.047
H (3.68, -1.63, 2.45)  0.000
N (3.78, -1.38, 0.36)  0.008
C (-2.24, -1.08, 1.60)  0.062
C (6.13, -2.18, -0.20)  0.000
H (-1.65, 3.81, 0.11)  0.011
C (-3.03, 2.33, 1.11)  0.042
C (-3.94, 1.14, -2.58)  0.048
H (6.71, -1.93, -1.10)  0.000
H (5.83, -2.30, 2.38)  0.000
H (0.01, -1.39, -2.34)  0.006
H (2.06, -0.07, 1.92)  0.001
C (4.63, -2.20, -0.51)  0.001
H (-5.97, 3.09, -0.43)  0.009
H (-1.28, -1.53, 1.92)  0.014
H (4.30, -3.26, -0.47)  0.000
H (-5.02, -0.47, -1.50)  0.011
H (-2.34, -0.12, 2.16)  0.001
H (-3.02, -1.71, 2.11)  0.017
C (-2.83, -0.06, -0.83)  0.082
H (-5.07, 1.45, 1.57)  0.010
H (6.41, -3.17, 0.20)  0.000
H (-2.42, 1.92, 1.91)  0.012

Computed properties:
Charge ... -1
Spin multiplicity ... 5
E_HOMO (alpha / beta) ... -0.396 / -2.502 eV
M ... 377.29 g mol⁻¹
Total energy ... -2263.3382 hartree


Record 4
Below is C21H25GaN5O3S as an isolated structure at a distorted geometry, with properties calculated with the ωB97M-V functional and the def2-TZVPD basis.

Last column: Mulliken charge in e.
Geometry (Å):
H (-1.04, 1.87, -2.38)  0.381
H (-0.10, -0.94, 2.73)  0.308
C (-1.25, 2.69, 0.12)  0.952
C (0.18, 3.09, 0.14)  -1.380
C (3.21, -2.97, -6.27)  -0.728
N (0.15, -0.01, 2.36)  -0.442
C (1.01, -0.64, -2.72)  -0.037
N (-1.50, 1.39, 0.12)  0.427
C (0.72, -1.59, -7.64)  -0.958
O (3.52, -0.01, 1.44)  -0.589
H (0.59, -3.34, -6.38)  0.408
C (2.33, 0.04, 1.33)  0.539
C (-2.77, 0.90, 0.08)  0.033
C (0.82, -2.27, -6.27)  -0.685
H (1.36, -2.09, -8.36)  0.321
O (1.67, -0.03, 0.19)  -0.475
O (3.53, -1.48, -4.03)  -0.619
H (0.09, -1.85, -5.58)  0.368
C (1.39, -0.53, -4.05)  -0.500
H (-0.37, 0.68, 2.90)  0.265
H (3.76, -1.55, -7.83)  0.284
H (-0.34, 2.29, -4.72)  0.458
H (3.73, -3.49, -5.46)  0.383
H (4.70, -1.41, -6.33)  0.306
C (-3.60, 3.17, 0.06)  -0.833
H (1.26, 0.71, -5.79)  0.594
C (-4.29, -0.97, 0.02)  -0.571
H (-4.46, -2.03, 0.01)  0.460
H (-0.30, -1.64, -8.00)  0.390
C (-0.33, 1.22, -2.87)  0.246
N (1.53, 0.24, 2.46)  -0.224
H (0.30, 4.17, 0.09)  0.486
C (-5.19, 1.26, 0.02)  -0.915
Ga (-0.10, -0.09, -0.04)  0.750
S (-1.68, -1.69, 0.07)  -0.366
H (-4.42, 3.87, 0.03)  0.465
C (2.45, -1.45, -4.59)  0.343
H (1.40, -1.42, -2.08)  0.617
H (-6.38, -0.50, -0.03)  0.415
H (0.67, 2.72, 1.05)  0.265
H (1.02, -0.55, -7.58)  0.210
H (0.72, 2.64, -0.70)  0.251
H (5.00, -2.75, -7.44)  0.393
C (-2.30, 3.62, 0.08)  -0.949
H (-6.03, 1.94, -0.01)  0.438
C (4.23, -2.11, -7.02)  -1.089
C (-2.99, -0.50, 0.06)  0.277
H (2.76, -3.70, -6.94)  0.407
C (-3.88, 1.79, 0.06)  0.828
N (0.17, 0.22, -2.14)  0.022
H (2.00, 0.04, 3.33)  0.273
C (0.93, 0.56, -4.78)  0.050
C (0.04, 1.44, -4.18)  -1.260
H (-2.07, 4.67, 0.06)  0.536
C (-5.38, -0.09, 0.01)  -0.729
N (2.15, -2.16, -5.69)  0.198

Computed properties:
Charge ... +1
E_HOMO ... -11.266 eV
M ... 497.25 g mol⁻¹
Total energy ... -3637.6494 hartree


Record 5
Below is one molecule with the formula C21H25N3O2, with properties calculated with the ωB97M-V functional and the def2-TZVPD basis.

Last column: Mulliken charge in e.
Geometry (Å):
C (4.38, -0.95, 1.08)  -1.148
C (-6.10, 1.33, 0.40)  -0.543
C (-1.15, 2.87, 0.13)  -0.702
H (-6.83, 2.05, 0.71)  0.390
H (-0.21, 4.76, -0.24)  0.378
H (5.99, 1.40, -1.76)  0.299
N (5.08, 0.11, 0.40)  -0.115
O (-3.22, -1.39, -0.84)  -0.290
H (-3.65, -3.29, -0.15)  0.467
H (-4.98, -1.75, 1.23)  0.367
C (-0.05, 3.70, -0.09)  -0.542
H (4.15, -0.64, 2.10)  0.299
C (-0.02, -1.44, 0.61)  -1.149
C (-5.98, 0.13, 1.07)  -0.545
H (-3.66, 0.85, -1.90)  0.403
C (-4.32, 0.66, -1.07)  -0.227
H (2.61, -2.16, 0.85)  0.244
H (2.09, 3.84, -0.30)  0.442
C (-4.20, -0.55, -0.38)  0.456
H (6.84, 1.98, -0.33)  0.305
H (-6.63, -0.09, 1.91)  0.371
H (0.54, -2.20, 1.17)  0.300
H (-1.74, -3.48, -1.62)  0.379
H (-2.77, -2.25, 0.98)  0.474
H (-0.88, -1.14, 1.21)  0.348
C (-2.87, -2.52, -0.08)  -0.695
O (6.89, -1.12, -0.17)  -0.660
C (-5.26, 1.59, -0.68)  -0.459
N (2.54, 1.07, 0.06)  -0.609
C (1.40, 1.84, 0.06)  -0.379
H (3.34, -1.63, -0.68)  0.268
C (3.08, -1.32, 0.34)  -0.217
C (-5.04, -0.81, 0.69)  -0.368
H (4.50, 0.92, 0.20)  0.402
C (-0.48, -1.99, -0.74)  -0.218
H (-0.88, -1.17, -1.33)  0.390
H (0.39, -2.40, -1.27)  0.297
C (1.24, 3.20, -0.13)  -0.716
C (-1.00, 1.51, 0.32)  -0.629
H (-5.34, 2.52, -1.21)  0.412
C (6.26, -0.08, -0.24)  0.796
H (-1.22, -3.88, 0.03)  0.374
H (5.05, -1.82, 1.11)  0.414
C (2.15, -0.16, 0.28)  0.496
N (0.79, -0.27, 0.44)  0.444
H (-2.14, 3.30, 0.15)  0.455
C (0.29, 1.01, 0.29)  1.079
C (6.73, 1.13, -1.00)  -1.161
H (-1.86, 0.88, 0.48)  0.322
H (7.68, 0.92, -1.48)  0.336
C (-1.55, -3.07, -0.62)  -1.034

Computed properties:
Charge ... 0
E_HOMO ... -8.535 eV
Structure (SMILES) ... CC(=O)NCCc1nc2ccccc2n1CCCCOc1ccccc1
M ... 351.45 g mol⁻¹
Total energy ... -1130.0214 hartree


Record 6
Below is one molecule with the formula C21H25N3O3S, with properties calculated with the ωB97M-V functional and the def2-TZVPD basis.

Last column: Mulliken charge in e.
Geometry (Å):
H (-0.97, 0.41, 2.02)  0.583
H (-0.12, 2.51, -1.73)  0.214
H (2.24, 4.24, 0.92)  0.254
C (-1.25, -3.21, 0.76)  -0.568
H (-2.95, 0.66, -3.10)  0.441
C (-0.62, 0.26, -0.61)  0.204
C (-0.99, -2.18, -0.13)  -0.555
C (-1.29, -1.62, 2.56)  -0.974
C (3.29, 1.61, 1.26)  -1.158
C (3.40, 1.60, -1.25)  -0.401
C (1.03, 3.40, -0.37)  -0.054
H (-0.53, 0.81, -2.69)  0.588
H (3.54, 0.88, 2.03)  0.415
C (-1.41, -2.94, 2.12)  0.858
H (-4.41, -0.38, 0.38)  0.367
C (2.58, -0.35, -0.12)  -0.065
H (0.18, -5.74, 3.51)  0.306
C (-1.14, 0.19, -2.03)  -1.533
C (3.15, 1.00, -2.47)  -0.668
C (-1.77, -5.23, 2.76)  -0.411
O (-3.89, 0.26, -0.13)  -0.460
C (-0.88, -0.86, 0.30)  0.414
H (-1.42, -1.42, 3.61)  0.457
H (-2.38, -5.38, 1.86)  0.340
O (-3.72, -1.42, -1.59)  -0.596
H (2.42, -0.74, -3.48)  0.425
C (2.61, -0.27, -2.52)  -0.625
H (-2.70, 1.66, -1.65)  0.312
H (0.16, -5.42, 1.78)  0.325
N (0.23, 2.38, -0.78)  -0.112
C (2.34, -0.95, -1.35)  -0.348
C (-1.03, -0.60, 1.67)  -0.435
H (1.92, -1.95, -1.38)  0.449
H (-0.51, -6.94, 2.40)  0.354
C (3.11, 0.94, -0.06)  0.521
H (3.37, 1.54, -3.38)  0.416
H (-2.29, -5.68, 3.60)  0.316
H (-0.87, -2.43, -1.17)  0.431
N (-0.02, 1.26, -0.10)  -0.097
C (-2.60, 0.66, -2.07)  -0.542
H (2.34, -0.87, 0.79)  0.351
N (1.66, 3.42, 0.82)  -0.106
H (4.09, 2.35, 1.21)  0.396
S (1.16, 4.70, -1.40)  -0.436
O (-1.69, -3.86, 3.08)  -0.474
H (-1.33, -4.21, 0.37)  0.444
C (-3.46, -0.29, -1.27)  0.490
H (-1.09, -0.83, -2.40)  0.442
H (2.08, 2.71, 2.70)  0.440
H (3.82, 2.60, -1.22)  0.377
C (-0.39, -5.87, 2.60)  -1.027
H (1.16, 1.59, 1.65)  -0.110
C (1.98, 2.31, 1.68)  -0.176

Computed properties:
Charge ... 0
E_HOMO ... -7.777 eV
Structure (SMILES) ... CCOc1ccc(/C(CCC(=O)O)=N/NC(=S)NCCc2ccccc2)cc1
M ... 399.52 g mol⁻¹
Total energy ... -1603.4103 hartree


Q: charge of number 1 (C21H25CdIN8O7S)?
A: -2


Copy entry 3 word for word.
Below is C21H25FeN2O as an isolated structure at a distorted geometry, with properties calculated with the ωB97M-V functional and the def2-TZVPD basis.

Last column: Löwdin spin population.
Geometry (Å):
C (1.69, -0.31, 0.92)  0.010
H (-2.13, 2.42, -3.11)  0.012
C (0.34, -0.12, 0.62)  0.046
H (-3.84, 4.56, -1.32)  0.009
C (-1.93, 0.95, -1.43)  0.043
C (-2.40, -1.12, 0.05)  0.532
H (2.37, -1.91, -2.04)  0.001
C (-4.12, 0.13, -1.60)  0.049
C (5.72, -1.29, 1.96)  0.000
C (2.49, -1.00, -0.02)  0.015
C (-2.57, 1.64, -2.49)  0.058
H (6.14, -0.52, 2.63)  0.000
H (4.48, -1.86, -1.55)  0.000
C (-3.80, 3.75, -0.60)  0.032
H (-4.64, 1.48, -3.36)  0.010
C (4.24, -1.05, 1.71)  0.001
H (-2.65, -2.16, -0.40)  0.023
H (-0.21, 0.50, 1.33)  0.007
N (-0.31, -0.79, -0.34)  0.124
C (0.46, -1.23, -1.35)  0.028
C (-4.46, 2.10, 0.94)  0.025
C (-4.94, 2.99, -0.11)  0.033
Fe (-3.49, 1.81, -0.73)  2.542
O (6.46, -1.15, 0.74)  0.000
H (-0.90, 1.00, -1.17)  0.009
H (4.04, 0.00, 1.93)  0.000
C (1.84, -1.42, -1.22)  0.006
C (-2.63, 3.35, 0.16)  0.047
H (3.68, -1.63, 2.45)  0.000
N (3.78, -1.38, 0.36)  0.008
C (-2.24, -1.08, 1.60)  0.062
C (6.13, -2.18, -0.20)  0.000
H (-1.65, 3.81, 0.11)  0.011
C (-3.03, 2.33, 1.11)  0.042
C (-3.94, 1.14, -2.58)  0.048
H (6.71, -1.93, -1.10)  0.000
H (5.83, -2.30, 2.38)  0.000
H (0.01, -1.39, -2.34)  0.006
H (2.06, -0.07, 1.92)  0.001
C (4.63, -2.20, -0.51)  0.001
H (-5.97, 3.09, -0.43)  0.009
H (-1.28, -1.53, 1.92)  0.014
H (4.30, -3.26, -0.47)  0.000
H (-5.02, -0.47, -1.50)  0.011
H (-2.34, -0.12, 2.16)  0.001
H (-3.02, -1.71, 2.11)  0.017
C (-2.83, -0.06, -0.83)  0.082
H (-5.07, 1.45, 1.57)  0.010
H (6.41, -3.17, 0.20)  0.000
H (-2.42, 1.92, 1.91)  0.012

Computed properties:
Charge ... -1
Spin multiplicity ... 5
E_HOMO (alpha / beta) ... -0.396 / -2.502 eV
M ... 377.29 g mol⁻¹
Total energy ... -2263.3382 hartree


Q: Which of these has the highest total energy?
A: C21H25N3O2